# 1
The following is a DFT calculation (the ωB97M-V functional and the def2-TZVPD basis) of a cluster of 9 separate species, C67H145N7O11 in total in a non-equilibrium geometry.

ORCA input file:
```
! wB97M-V def2-TZVPD RIJCOSX def2/J DEFGRID3
* xyz 0 1
C 2.99426 -5.87620 -0.98165
C 2.24044 -7.00938 -1.71227
C 0.74375 -6.73854 -1.71728
C 2.81752 -7.06006 -3.13533
C 4.26079 -7.57134 -3.22556
C 4.40779 -8.94936 -2.59175
C 3.82782 -8.96993 -1.09678
C 3.70851 -10.39050 -0.67541
C 4.80047 -8.21497 -0.19377
N 2.45762 -8.39452 -1.20133
O 1.96733 -8.30018 0.20858
H 2.44957 -4.92271 -1.03072
H 3.09192 -6.09236 0.10280
H 3.99175 -5.71403 -1.35242
H 0.53535 -5.84478 -2.29503
H 0.28331 -7.56108 -2.25672
H 0.39981 -6.67474 -0.71354
H 2.21481 -7.75881 -3.79400
H 2.76895 -6.05634 -3.48643
H 4.64440 -7.57492 -4.26293
H 5.01364 -6.93233 -2.72480
H 5.39892 -9.32202 -2.55192
H 3.77321 -9.60676 -3.13353
H 3.64605 -10.53618 0.36456
H 4.58890 -10.96102 -1.04813
H 2.89910 -10.88707 -1.13197
H 4.28303 -8.08040 0.75633
H 5.13936 -7.24644 -0.50176
H 5.71451 -8.77895 -0.11960
H 1.39235 -9.06704 0.30074
C -4.90082 4.71338 6.52548
C -5.16153 3.78706 5.30767
C -5.35662 2.28964 5.68747
C -6.44466 4.35606 4.58932
C -6.66033 3.71570 3.26437
C -5.47861 4.06773 2.34381
C -4.10524 3.56324 2.85778
C -3.99008 2.09817 2.70804
C -3.01299 4.32475 2.17272
N -4.10220 4.05814 4.33168
O -2.79559 3.62826 4.81360
H -3.83722 4.76094 6.72513
H -5.37233 5.70615 6.30968
H -5.37871 4.30037 7.44103
H -4.40905 1.88679 5.47880
H -5.66096 2.24131 6.75222
H -6.09751 1.75748 5.05731
H -7.17529 4.22193 5.35183
H -6.27075 5.41018 4.51244
H -6.71261 2.64083 3.38977
H -7.66146 4.08905 2.98147
H -5.33436 5.12763 2.08204
H -5.52279 3.57177 1.35010
H -4.77860 1.56865 3.18896
H -3.10674 1.74212 3.18739
H -3.79727 1.63709 1.70685
H -2.00352 3.96683 2.41170
H -2.98268 5.34272 2.46508
H -3.16574 4.22637 1.11354
H -2.84807 2.67041 4.70034
C -0.05850 3.32393 6.56182
C 1.49488 3.27379 6.67257
C 2.11129 4.72687 6.81315
C 2.00772 2.35828 7.80243
C 1.88579 0.85592 7.45313
C 2.47197 0.49946 6.12498
C 1.92091 1.32647 4.95597
C 2.72788 1.18805 3.67127
C 0.49736 0.88074 4.60593
N 2.04715 2.73807 5.44597
O 1.80158 3.73878 4.40029
H -0.54328 3.67788 7.49174
H -0.26065 4.11346 5.84523
H -0.39208 2.35174 6.28333
H 2.31438 4.93125 7.82356
H 3.04982 4.89122 6.25584
H 1.31914 5.37396 6.48002
H 3.01026 2.60969 7.83416
H 1.50285 2.57102 8.73620
H 2.22303 0.23967 8.30488
H 0.82910 0.65613 7.41977
H 2.48870 -0.56106 6.02326
H 3.48222 0.83487 6.11195
H 3.76865 1.37191 3.87464
H 2.39357 1.92988 2.97666
H 2.56593 0.19699 3.22996
H 0.17292 1.57508 3.85058
H -0.20967 0.86657 5.41725
H 0.39815 -0.12846 4.21814
H 0.87708 3.53550 4.12566
C 3.66026 -2.27803 -5.67837
C 2.54385 -1.45592 -5.12559
C 3.11183 -0.63005 -4.01697
C 1.83302 -0.65114 -6.14232
C 1.07641 -1.52914 -7.15870
C -0.01782 -2.25324 -6.42089
C 0.50313 -3.11312 -5.27477
C -0.57185 -3.37138 -4.29407
C 1.03632 -4.43234 -5.82181
N 1.52010 -2.31738 -4.50497
O 2.24907 -3.26442 -3.59272
H 3.28669 -2.97119 -6.46699
H 4.38424 -1.55127 -6.07032
H 4.14200 -2.83269 -4.81916
H 3.93821 0.00011 -4.32456
H 2.38755 0.00320 -3.47036
H 3.66422 -1.33745 -3.32978
H 1.06910 -0.01593 -5.67667
H 2.49087 0.10799 -6.55904
H 0.61881 -0.81901 -7.88472
H 1.77165 -2.10112 -7.82406
H -0.56967 -2.83977 -7.13238
H -0.76585 -1.50165 -6.17182
H -1.46787 -3.77900 -4.78901
H -0.97333 -2.49427 -3.80760
H -0.31634 -4.04693 -3.52391
H 1.72049 -4.36648 -6.70020
H 0.19456 -5.07417 -6.18657
H 1.55821 -5.00429 -5.05919
H 1.61468 -3.14764 -2.87593
C -2.87188 -3.33205 -1.96505
C -3.66675 -3.30461 -0.64344
C -5.15554 -2.88012 -0.87564
C -3.56234 -4.73902 -0.01978
C -4.07700 -4.67096 1.43709
C -3.21887 -3.69487 2.19867
C -3.35538 -2.26710 1.71668
C -4.67637 -1.62524 1.99560
C -2.23229 -1.47101 2.31821
N -2.95985 -2.37227 0.26825
O -2.95593 -1.05330 -0.36173
H -1.77226 -3.40110 -1.75865
H -3.19488 -4.15139 -2.58562
H -3.02333 -2.42316 -2.53008
H -5.24366 -1.94995 -1.34957
H -5.60197 -3.59208 -1.58820
H -5.74875 -2.88137 0.04778
H -4.15939 -5.39481 -0.60652
H -2.49444 -4.99068 -0.07535
H -5.12088 -4.37415 1.48240
H -3.95431 -5.67060 1.92667
H -2.18496 -4.03347 2.17894
H -3.46055 -3.55744 3.25826
H -4.85294 -0.96017 1.13821
H -4.62455 -1.07625 2.95566
H -5.46805 -2.35040 2.06675
H -2.23752 -1.49515 3.41489
H -2.25334 -0.46212 1.91234
H -1.22594 -1.91816 2.15676
H -3.89544 -0.82688 -0.46445
C 4.29508 6.37864 0.09967
C 3.18262 6.60667 1.19044
C 3.88353 7.10265 2.45920
C 2.04027 7.52051 0.71575
C 1.15606 6.93255 -0.41499
C 0.64296 5.52941 -0.04257
C 1.77272 4.54336 0.30849
C 1.06541 3.32217 0.95787
C 2.72085 4.03574 -0.75719
N 2.44576 5.29004 1.47930
O 3.46598 4.31366 2.00042
H 4.99106 7.24820 0.00842
H 4.93992 5.49966 0.26114
H 3.83670 6.25146 -0.85550
H 3.24966 7.21041 3.34823
H 4.70744 6.43681 2.63935
H 4.25290 8.08002 2.27746
H 1.42954 7.78573 1.57645
H 2.38732 8.48072 0.30830
H 0.26543 7.54323 -0.45853
H 1.68655 6.97317 -1.36865
H -0.01003 5.20681 -0.82683
H 0.17625 5.59674 0.95250
H 0.68112 2.68191 0.18879
H 0.24880 3.62404 1.56105
H 1.85689 2.83472 1.50276
H 2.89475 4.75418 -1.53419
H 2.29786 3.20835 -1.31319
H 3.61495 3.63724 -0.29334
H 3.22601 4.24638 2.94037
C -3.94723 3.72048 -2.65271
C -3.20838 2.30736 -2.95692
C -3.45427 1.43503 -1.77590
C -3.90517 1.71762 -4.20334
C -3.45752 2.35506 -5.56768
C -1.95857 2.23866 -5.54848
C -1.24427 2.91551 -4.37208
C 0.31459 2.57186 -4.37569
C -1.37076 4.44463 -4.50167
N -1.78150 2.37813 -3.17221
O -1.09350 3.05019 -2.06707
H -4.88630 3.44014 -2.15045
H -3.28990 4.23073 -2.00013
H -4.12477 4.34847 -3.51728
H -3.10136 1.89768 -0.85652
H -4.53463 1.26779 -1.65019
H -2.91226 0.55084 -2.11589
H -3.56335 0.64892 -4.28396
H -4.99578 1.59366 -4.16544
H -3.83679 1.76061 -6.46274
H -3.80182 3.40279 -5.85046
H -1.51324 2.71605 -6.43286
H -1.71276 1.16007 -5.54664
H 0.75004 2.86063 -5.33072
H 0.45501 1.48137 -4.17231
H 0.86426 3.09608 -3.61049
H -2.40355 4.79475 -4.63116
H -0.95451 4.74521 -5.48889
H -0.78969 4.98786 -3.73568
H -0.75517 2.25192 -1.61810
O 6.34385 -1.11805 -1.72289
C 6.39751 -1.46796 -0.31895
C 5.23117 -2.31032 0.10958
O 3.99171 -1.73058 -0.27704
H 6.66346 -1.84504 -2.25016
H 7.32720 -2.05040 -0.04732
H 6.51932 -0.54085 0.23753
H 5.15915 -2.44394 1.19585
H 5.29264 -3.30171 -0.35734
H 4.15566 -1.45026 -1.18158
O -0.46686 0.48410 -0.69335
C 0.33117 -0.49237 -1.30309
C 0.24220 -1.77683 -0.52042
O 1.21135 -2.69840 -0.93572
H -1.37291 0.17437 -0.79590
H -0.03579 -0.69373 -2.32252
H 1.32539 -0.05233 -1.45115
H -0.72327 -2.24225 -0.59517
H 0.38504 -1.52669 0.55430
H 2.15848 -2.49981 -0.78387
*
```

Its energy relative to the best compared isomer or geometry (same formula, charge and spin) is 0.0 kJ/mol. As for the SMILES: CC1(C)CCCC(C)(C)N1O.CC1(C)CCCC(C)(C)N1O.CC1(C)CCCC(C)(C)N1O.CC1(C)CCCC(C)(C)N1O.CC1(C)CCCC(C)(C)N1O.CC1(C)CCCC(C)(C)N1O.CC1(C)CCCC(C)(C)N1O.OCCO.OCCO. The calculation puts the gap between HOMO and LUMO at 8.64 eV. The calculation puts the HOMO energy at -8.26 eV.

=====

# 2
The following is a DFT calculation (the ωB97M-V functional and the def2-TZVPD basis) of a structure of composition C33H85N6O8Y in a non-equilibrium geometry.

ORCA input file:
```
! wB97M-V def2-TZVPD RIJCOSX def2/J DEFGRID3
* xyz 2 1
Y 4.24468 -1.05694 1.48198
C 0.99194 -0.18355 -1.61124
C 0.94339 -1.08453 -0.36377
C 0.72584 -2.51771 -0.82832
O 2.13744 -1.03604 0.42131
H 0.20573 -0.24843 -2.36342
H 1.80393 -0.64466 -2.17352
H 1.30749 0.85143 -1.47953
H 0.16040 -0.74703 0.31529
H 1.50907 -2.89917 -1.48341
H -0.26569 -2.57682 -1.27719
H 0.70033 -3.17876 0.03797
C -2.15436 -4.59947 -0.75567
O -1.80676 -5.43360 0.36462
H -1.58605 -4.83175 -1.65633
H -3.20613 -4.79266 -0.96677
H -2.04695 -3.52300 -0.62236
H -0.86583 -5.61662 0.41707
C 4.39983 3.09776 3.80617
C 3.84498 1.67086 3.35671
C 2.32145 1.59745 3.36859
O 1.96718 0.24279 3.12692
C 0.60481 -0.07702 3.29880
N 4.38498 1.24697 2.08385
H 4.63488 3.69964 2.92835
H 5.36274 2.82043 4.23512
H 3.60281 3.51232 4.42342
H 4.33175 1.11149 4.15561
H 1.77069 2.33113 2.77996
H 2.01789 1.71607 4.40873
H -0.03278 0.60906 2.74124
H 0.40204 0.04974 4.36225
H 0.32437 -1.09352 3.02280
H 5.32329 1.61714 2.03218
H 3.88084 1.74783 1.36616
C -3.21480 -1.00569 -1.10802
C -4.02084 -1.15502 0.21246
C -3.28034 -0.46769 1.36286
O -3.85072 -0.84994 2.56486
C -3.00664 -0.40803 3.66631
N -5.26953 -0.53746 -0.09065
H -3.65422 -1.46509 -1.99344
H -2.22854 -1.46229 -1.02484
H -3.23936 0.07154 -1.27249
H -4.07602 -2.19741 0.52626
H -3.43947 0.61063 1.36084
H -2.22678 -0.74711 1.35626
H -2.47594 0.50972 3.41294
H -2.30838 -1.18346 3.98134
H -3.63206 -0.08993 4.50043
H -5.64770 -0.31518 0.81913
H -5.90358 -1.16383 -0.56577
C 4.42178 -5.47734 0.24526
C 3.82628 -4.06258 0.59021
C 3.14289 -4.06891 2.01837
O 2.92166 -2.78859 2.49877
C 2.13638 -2.90717 3.73357
N 4.92049 -3.10288 0.60781
H 4.77802 -5.47217 -0.78487
H 3.61223 -6.20173 0.33455
H 5.25127 -5.82769 0.85953
H 3.13467 -3.70758 -0.17383
H 3.82437 -4.59137 2.68973
H 2.26380 -4.70759 1.93253
H 2.33993 -3.68448 4.47008
H 1.07145 -3.04129 3.54376
H 2.27381 -1.95052 4.23758
H 5.75405 -3.54877 0.96341
H 5.14251 -3.01276 -0.37335
C 0.35233 -2.03258 -5.12856
C -0.30877 -3.17412 -4.36177
C -1.42709 -3.81713 -5.11633
O -2.30284 -2.93823 -5.76117
C -3.39744 -2.54289 -4.92701
N 0.65591 -4.27602 -4.08546
H 1.36368 -1.83215 -4.77487
H -0.24562 -1.14883 -4.90593
H 0.27075 -2.03500 -6.21551
H -0.69966 -2.81505 -3.40973
H -2.00330 -4.48203 -4.47292
H -0.97005 -4.40304 -5.91378
H -4.06856 -1.83315 -5.41072
H -3.22494 -2.00670 -3.99382
H -4.10254 -3.31829 -4.62748
H 0.92088 -4.63691 -4.99081
H 1.38184 -3.66788 -3.73434
C 6.14352 0.73551 -2.49951
C 5.44801 1.05934 -1.15144
C 4.27413 2.12432 -1.43212
O 3.46899 2.28517 -0.28002
C 2.50094 3.33730 -0.39391
N 4.80004 -0.20542 -0.68944
H 5.54740 0.86889 -3.40226
H 6.75461 -0.16677 -2.52314
H 6.77851 1.58111 -2.76383
H 6.11365 1.62300 -0.49777
H 3.60126 1.68062 -2.16593
H 4.70943 3.08667 -1.70137
H 1.87268 3.17019 0.48100
H 1.72021 3.28439 -1.15270
H 2.88569 4.34824 -0.25949
H 4.01367 -0.17360 -1.32246
H 5.45562 -0.76876 -1.21188
C -2.76752 4.81300 -1.42499
C -2.58994 3.72224 -0.33050
C -1.68738 4.20337 0.87919
C -2.50055 5.20871 1.84223
C -3.92899 4.61383 2.33322
C -4.84625 4.05574 1.15474
N -3.94155 3.25681 0.25731
O -4.74291 2.59391 -0.63035
C -5.87659 3.13047 1.94984
C -5.65693 5.20717 0.60122
C -1.82196 2.54694 -0.91518
H -2.67656 5.83126 -1.04686
H -3.66148 4.65639 -2.02866
H -1.85516 4.85545 -2.01988
H -1.41367 3.42176 1.58788
H -0.85423 4.78466 0.48414
H -2.85404 6.02881 1.21726
H -1.96643 5.71490 2.64634
H -4.46246 5.36956 2.90977
H -3.72461 3.69232 2.87834
H -6.59113 2.65218 1.27994
H -5.34603 2.33338 2.47065
H -6.52229 3.69044 2.62631
H -4.97034 5.92114 0.14631
H -6.37904 4.89720 -0.15415
H -6.22089 5.69316 1.39736
H -0.79110 2.82653 -1.13257
H -2.24539 2.14601 -1.83608
H -1.81782 1.67888 -0.25597
H -4.85053 1.77237 -0.14550
*
```

The calculation puts the gap between HOMO and LUMO at 4.39 eV. The calculation puts the HOMO energy at -11.14 eV.

=====

# 3
The following is a DFT calculation (the ωB97M-V functional and the def2-TZVPD basis) of a cluster of 2 separate species, C5H12O in total.

ORCA input file:
```
! wB97M-V def2-TZVPD RIJCOSX def2/J DEFGRID3
* xyz 0 1
C -0.16338 1.51657 2.22330
C -1.13314 0.80917 1.27127
C -0.44096 0.21593 0.08955
O -0.81350 -0.96593 -0.30601
C -0.27685 -1.65966 -1.28634
C 0.48155 -0.95656 -2.35304
H -0.70670 2.02535 3.02629
H 0.42785 2.27250 1.69397
H 0.53573 0.80505 2.67434
H -1.89819 1.53176 0.94615
H -1.66542 0.00924 1.79821
H 0.19944 0.80125 -0.56263
H 1.40246 -0.98678 0.49848
H -0.78802 -2.60011 -1.44519
H 1.35446 -1.63280 0.08365
H 0.74048 -1.65945 -3.14965
H 1.41267 -0.49794 -1.98708
H -0.12047 -0.13886 -2.79261
*
```

Its energy relative to the best compared isomer or geometry (same formula, charge and spin) is 407.1 kJ/mol. The calculation puts the gap between HOMO and LUMO (alpha / beta) at 8.18 / 8.14 eV. The calculation puts the HOMO energy (alpha / beta) at -7.00 / -6.96 eV.

=====

E (Eh)
-3850.32883, -2276.41493, -272.79360